A structure of composition C36H36Cl5HoN10O3PSi at a distorted geometry, computed with ωB97M-V with the def2-TZVPD basis set.

Geometry (Å):
Ho 0.19254 -0.51361 0.82146
Cl 2.45115 6.34211 2.05979
C 1.72953 4.93335 1.51386
C 2.16715 3.64305 1.81990
Cl 3.39670 3.58318 3.04709
C 1.67611 2.47785 1.24834
Cl 2.53249 0.89533 1.46444
C 0.52647 2.59829 0.43790
O -0.05542 1.44650 0.03777
C 0.04361 3.84787 0.08854
Cl -1.41364 3.96557 -0.81184
C 0.66558 5.02932 0.58709
Cl 0.07872 6.53566 0.11405
N -1.00251 -1.89513 -3.77018
N -0.15263 -2.32327 -2.67476
N 0.18916 -3.60593 -2.50287
C 0.67614 -3.58655 -1.19022
N 0.51959 -2.35659 -0.62615
N -0.06352 -1.52905 -1.50846
H -1.00015 -2.61182 -4.50428
H -0.59502 -1.00447 -4.10585
H 0.93743 -4.43329 -0.60245
C -1.46806 -0.79757 5.60860
N -0.33772 -1.29524 4.83233
C 0.71971 -1.93676 5.57063
C 1.86352 -2.32763 4.94265
C 2.03328 -1.93905 3.58367
O 3.13951 -1.83154 3.07530
N 0.88832 -1.58993 2.88985
C -0.22351 -1.17230 3.45765
O -1.10910 -0.56788 2.73977
H -1.09983 0.03886 6.26866
H -1.95877 -1.58856 6.20875
H -2.15993 -0.40207 4.89997
H 0.48867 -2.05234 6.64257
H 2.69363 -2.82423 5.44787
C 6.09035 0.96730 -2.58345
N 4.93078 0.46493 -3.48421
C 5.37567 -0.89439 -4.03371
N 5.67277 -1.79536 -3.00284
C 6.66568 -1.29015 -2.05914
N 6.34164 0.03897 -1.48035
C 5.31193 -0.01730 -0.47629
P 3.77396 -0.83099 -1.39177
C 3.66975 0.47710 -2.67101
C 4.54011 -2.33304 -2.28325
H 5.86527 1.98390 -2.22233
H 6.89525 1.04093 -3.32770
H 4.91780 1.13448 -4.26886
H 6.30536 -0.69636 -4.61718
H 4.76058 -1.36999 -4.79818
H 7.59775 -1.21990 -2.60599
H 6.90616 -1.99177 -1.25283
H 5.09434 0.98383 -0.07015
H 5.68965 -0.61237 0.33759
H 3.45788 1.54021 -2.35200
H 2.79449 0.18354 -3.29396
H 3.83274 -2.84709 -2.93779
H 4.86086 -3.06461 -1.52570
C -4.66266 -4.11591 1.36000
C -4.56803 -3.79466 0.02835
C -4.05886 -2.57221 -0.40461
C -3.67334 -1.60074 0.51496
C -3.80584 -1.88858 1.90133
C -4.24568 -3.13297 2.30952
Si -2.82556 0.06175 0.04374
C -3.18947 0.63878 -1.79002
C -4.56074 0.63285 -2.16277
C -4.90979 1.34106 -3.30661
C -3.92653 1.92102 -4.13621
C -2.60534 1.85168 -3.73276
C -2.19861 1.22273 -2.56727
C -3.68096 1.40326 1.10350
C -5.08306 1.60336 1.00986
C -5.76558 2.52671 1.85059
C -5.01138 3.27450 2.70274
C -3.64393 3.14086 2.70145
C -2.93895 2.24718 1.96339
H -5.09395 -5.05136 1.75796
H -4.81460 -4.55737 -0.74752
H -3.99629 -2.42342 -1.47077
H -3.49613 -1.17386 2.63796
H -4.31935 -3.44157 3.36821
H -5.26920 -0.04142 -1.62343
H -5.96534 1.47686 -3.44838
H -4.17529 2.46297 -5.06925
H -1.81942 2.32651 -4.29132
H -1.13956 1.11219 -2.35298
H -5.65155 1.02648 0.28978
H -6.84270 2.55408 1.77482
H -5.41795 4.03219 3.39558
H -3.07267 3.75835 3.43958
H -1.89168 2.17473 2.24024

As for the total energy: -6046.2739 hartree. The strongest force on any atom comes out at 3.9 eV Å⁻¹. As for the LUMO energy (alpha / beta): -3.233 / -3.233 eV. As for the HOMO energy (alpha / beta): -7.59 / -7.58 eV. The expectation value of S² is 6.006. Its net charge is +1. Its spin multiplicity is 5. Its HOMO-LUMO gap (alpha / beta) is 4.36 / 4.35 eV.

So, what does the Mulliken scheme give us? The charges, in e, come out as: 0.29 -0.19 -0.24 0.63 -0.20 -0.32 -0.02 -0.61 0.07 0.41 -0.12 0.44 -0.16 -0.57 0.59 -0.84 -0.44 -0.43 0.70 0.31 0.24 0.52 -1.01 0.21 -0.08 -1.00 0.47 -0.65 -0.10 0.53 -0.18 0.34 0.34 0.27 0.42 0.42 -0.78 -0.01 -0.79 0.16 -0.91 0.15 -0.95 0.76 -0.74 -0.77 0.37 0.39 0.37 0.35 0.37 0.32 0.39 0.45 0.38 0.39 0.40 0.34 0.37 -0.62 -0.45 -0.42 0.71 -0.68 -0.55 0.13 0.97 -0.42 -0.68 -0.71 -0.75 -0.26 0.58 -0.17 -0.76 -0.65 -0.63 -0.16 0.38 0.31 0.39 0.48 0.36 0.34 0.42 0.35 0.41 0.47 0.26 0.43 0.33 0.30 0.24